(1)
13 unconnected molecules or ions with the total composition C47H83F2N3O22 at a distorted geometry, computed with ωB97M-V with the def2-TZVPD basis set.

```
157
Properties=species:S:1:pos:R:3:lowdin_charge:R:1
C 1.1503 -6.2537 -0.8960 0.040
N 1.4283 -5.8999 -2.2846 -0.460
O 2.5263 -6.1539 -2.7841 0.040
O 0.5292 -5.5912 -2.9955 0.068
H 1.1066 -5.3322 -0.3156 0.089
H 1.9481 -6.9642 -0.6797 0.103
H 0.1769 -6.7149 -1.0634 0.102
C -4.4658 0.1130 -2.1789 0.037
N -4.2739 1.4793 -2.7608 -0.440
O -3.1741 1.5984 -3.1497 0.077
O -5.2642 2.1700 -3.0748 0.036
H -4.3784 -0.6385 -2.9635 0.103
H -5.4892 -0.0328 -1.8332 0.090
H -3.7487 -0.0044 -1.3664 0.073
C 0.6778 5.2064 -3.5755 0.049
N 2.1821 5.2945 -3.5237 -0.427
O 2.7327 6.4249 -3.4424 0.023
O 2.7972 4.3032 -3.4840 0.083
H 0.3510 5.5234 -4.5659 0.101
H 0.1344 5.8164 -2.8539 0.073
H 0.4604 4.1460 -3.4474 0.076
O 1.0043 6.2282 -0.6487 0.084
C 1.7286 5.8545 0.2484 -0.426
O 1.2951 5.3632 1.4867 0.000
C -0.0471 5.1687 1.6801 -0.325
C -0.3195 5.0637 3.1052 -0.059
C 3.2086 5.5788 0.0308 0.038
H -0.3450 4.2152 1.2441 0.106
H -0.7099 5.8925 1.2057 0.119
H -0.0020 5.9631 3.6327 0.094
H 0.1802 4.1631 3.4623 0.070
H -1.3857 4.8669 3.2175 0.078
H 3.8313 6.1368 0.7301 0.098
H 3.4092 5.9754 -0.9644 0.074
H 3.4753 4.5223 0.0066 0.057
O 3.4282 -4.2964 -0.3310 0.045
C 4.6693 -4.3246 -0.2580 -0.425
O 5.5935 -3.4881 -0.8962 -0.049
C 5.2182 -2.5559 -1.9160 -0.209
C 4.8870 -1.2682 -1.1321 -0.063
C 5.3964 -5.3390 0.6212 0.025
H 4.3343 -2.8544 -2.4797 0.115
H 6.0109 -2.4945 -2.6617 0.123
H 5.8269 -0.8960 -0.7246 0.083
H 4.2106 -1.5480 -0.3243 0.068
H 4.4534 -0.6535 -1.9209 0.072
H 4.6814 -6.0003 1.1107 0.081
H 6.0363 -4.7940 1.3151 0.090
H 6.0022 -5.9712 -0.0279 0.088
O -1.1537 -1.1001 -1.7414 0.056
C -0.2530 -0.9305 -0.8981 -0.493
O -0.0108 0.1964 -0.1897 -0.025
C -0.6403 1.4943 -0.3560 -0.202
C 0.1747 2.2974 -1.3035 -0.053
C 0.7680 -1.9789 -0.6672 0.022
H -0.6447 1.9200 0.6474 0.104
H -1.6774 1.4529 -0.6889 0.100
H -0.0441 3.3646 -1.3385 0.067
H 0.3735 1.8152 -2.2607 0.087
H 1.1395 2.4396 -0.8167 0.074
H 0.6339 -2.1067 0.4069 0.075
H 1.8105 -1.6726 -0.7540 0.080
H 0.5733 -2.8468 -1.2972 0.085
O 2.1173 -6.0975 4.5523 0.097
C 1.2544 -6.2858 3.7188 -0.587
O 0.5161 -5.3915 3.1508 0.003
C 0.4022 -4.0711 3.5944 -0.209
C 1.6365 -3.2779 3.1103 -0.036
C 1.1102 -7.5693 3.0038 0.017
H 0.4170 -3.9662 4.6793 0.127
H -0.5761 -3.7170 3.2692 0.089
H 1.8839 -3.4759 2.0674 0.062
H 2.5058 -3.7271 3.5905 0.072
H 1.4815 -2.2308 3.3705 0.066
H 1.7943 -7.6385 2.1581 0.086
H 0.0844 -7.7407 2.6774 0.088
H 1.3586 -8.3871 3.6803 0.090
O -1.3611 -4.0299 0.8833 0.080
C -2.5170 -4.3354 0.6962 -0.541
O -3.0946 -4.5907 -0.4682 0.000
C -2.4056 -4.8452 -1.7318 -0.168
C -3.0435 -4.0845 -2.9234 -0.043
C -3.5022 -4.1465 1.7948 0.023
H -2.3133 -5.9258 -1.8412 0.119
H -1.4381 -4.3566 -1.6159 0.084
H -2.9566 -4.6624 -3.8436 0.078
H -2.6646 -3.0633 -2.9630 0.060
H -4.1233 -3.9674 -2.8318 0.069
H -2.9427 -4.4794 2.6690 0.087
H -4.4894 -4.5817 1.6390 0.090
H -3.7205 -3.0828 1.8897 0.068
O -4.8467 -0.9158 0.9028 0.104
C -5.0051 -0.0329 1.6961 -0.551
O -5.9800 0.1284 2.5905 -0.001
C -6.8539 -0.9812 2.9017 -0.199
C -6.9295 -1.2402 4.3946 -0.068
C -4.0621 1.0984 1.8690 0.036
H -6.4675 -1.8865 2.4335 0.111
H -7.8520 -0.8470 2.4847 0.123
H -7.4946 -0.5336 5.0024 0.074
H -5.9167 -1.2450 4.7976 0.073
H -7.3399 -2.2161 4.6542 0.078
H -3.4165 1.0279 2.7444 0.088
H -4.7197 1.9631 1.9583 0.084
H -3.3470 1.2626 1.0628 0.070
O 0.4712 -2.3559 -6.1808 0.123
C 1.0800 -1.4609 -5.6644 -0.577
O 2.2608 -1.0064 -5.9428 0.016
C 2.7134 -1.1760 -7.2736 -0.237
C 4.0157 -0.4752 -7.4484 -0.092
C 0.6522 -0.8166 -4.3557 0.029
H 2.1317 -0.7189 -8.0741 0.134
H 2.9343 -2.2210 -7.4912 0.131
H 4.4372 -0.7749 -8.4079 0.082
H 4.7742 -0.7843 -6.7292 0.077
H 3.9761 0.6133 -7.4078 0.080
H 1.3439 -0.0081 -4.1193 0.078
H 0.7042 -1.5531 -3.5539 0.073
H -0.3811 -0.4726 -4.4023 0.090
O -2.9214 4.1179 0.5233 0.042
C -3.3292 5.1891 0.0208 -0.444
O -4.2174 6.0394 0.5450 -0.006
C -5.0583 5.6333 1.6106 -0.201
C -4.5684 6.4455 2.8365 -0.059
C -2.7341 5.7757 -1.3218 0.039
H -4.9922 4.6024 1.9584 0.105
H -6.1187 5.7742 1.4017 0.124
H -5.1854 6.2241 3.7074 0.075
H -4.5853 7.5313 2.7424 0.074
H -3.5193 6.2467 3.0552 0.063
H -2.4950 4.9286 -1.9647 0.073
H -1.8201 6.3537 -1.1854 0.068
H -3.4866 6.3803 -1.8280 0.079
F -2.4116 -1.9387 3.9614 0.049
C -1.6033 -0.8832 4.2227 -0.274
C -1.7042 -0.2304 5.4450 -0.004
C -0.8631 0.8880 5.6293 -0.060
C 0.0814 1.2978 4.6678 -0.091
C 0.0912 0.6510 3.4686 -0.104
C -0.7258 -0.4182 3.2205 -0.026
H -2.3654 -0.6628 6.1813 0.114
H -0.9077 1.3856 6.5868 0.099
H 0.7831 2.0812 4.9133 0.102
H 0.6951 1.0532 2.6687 0.105
H -0.6987 -1.0729 2.3620 0.110
F 6.8148 4.4224 1.9175 0.006
C 6.1145 3.6851 0.9452 -0.215
C 6.2843 3.9823 -0.4348 0.000
C 5.4343 3.3637 -1.4049 -0.072
C 4.5611 2.3687 -0.9929 -0.132
C 4.4254 2.0678 0.3446 -0.110
C 5.1448 2.7360 1.3403 -0.013
H 7.0116 4.7333 -0.7059 0.109
H 5.5727 3.5342 -2.4623 0.105
H 3.8672 1.9023 -1.6764 0.098
H 3.6936 1.3151 0.5982 0.101
H 4.9117 2.5100 2.3704 0.112
```

Computed properties:
orbital gap	9.94	eV
LUMO energy	0.368	eV
multiplicity	1
net charge	0
DFT total energy	-105025.697	eV



(2)
A molecular structure, C8H5I2O2 at a distorted geometry, computed with ωB97M-V with the def2-TZVPD basis set.

```
17
Properties=species:S:1:pos:R:3:lowdin_charge:R:1
C -0.0796 0.8508 -2.3403 -0.111
C 0.7095 1.5027 -1.3842 -0.124
C -0.9431 -0.1637 -1.8717 -0.118
C 0.5406 1.2771 -0.0451 -0.109
C -0.9735 -0.4996 -0.5704 -0.126
C -0.2542 0.2171 0.4073 -0.441
C 1.2662 -1.9643 1.9503 -0.685
C -0.1848 -0.3031 1.7116 -1.081
O 0.8260 -2.7991 1.2541 0.045
O 2.1080 -1.6090 2.6602 0.038
I 0.4680 1.0143 3.2531 0.734
I -1.9765 -1.4537 2.4222 0.636
H 0.0100 1.2093 -3.3992 0.095
H 1.1195 2.3953 -1.8458 0.090
H -1.6975 -0.6709 -2.4183 0.085
H 0.9170 2.0311 0.6091 0.041
H -1.8556 -1.0343 -0.3927 0.032
```

Computed properties:
orbital gap	6.32	eV
LUMO energy	2.774	eV
multiplicity	1
net charge	-1
ΔE to the lowest compared entry with this formula, charge and spin	0.7552	eV
DFT total energy	-28673.790	eV



(3)
6 unconnected molecules or ions with the total composition C30H53I2NO15S6 at a distorted geometry, computed with ωB97M-V with the def2-TZVPD basis set.

```
107
Properties=species:S:1:pos:R:3:lowdin_charge:R:1
C 5.5764 4.0930 1.6838 -0.216
C 3.9223 4.0336 1.4804 -0.752
I 3.4945 1.9319 0.8663 0.754
C 3.4170 4.9808 0.1979 -0.806
I 3.7736 7.1183 0.5018 0.734
C 1.8247 4.6099 -0.1480 -0.263
C 1.4367 4.5514 -1.7664 -0.004
C -0.1158 4.1413 -2.1523 -0.004
C -1.2888 3.8158 -1.0071 -0.171
C -0.8402 3.9219 0.5661 -0.382
C 0.6930 4.3199 1.0407 -0.032
S -2.1669 3.5461 1.8674 0.796
C -3.3178 2.3315 0.9512 -0.370
C -4.2020 1.1715 1.7676 -0.046
C -5.2446 0.1426 0.9646 -0.060
C -5.3637 0.3329 -0.6787 -0.072
C -4.4529 1.4546 -1.4764 -0.016
C -3.4063 2.4839 -0.6788 -0.163
N -2.6680 3.4884 -1.5355 -0.009
H 6.0269 3.7667 0.6290 0.084
H 5.8286 3.2212 2.4368 0.068
H 5.9566 5.1451 2.0415 0.067
H 3.3438 4.3378 2.4656 0.092
H 4.0277 4.5602 -0.7376 0.091
H 2.2565 4.7970 -2.5755 0.105
H -0.4100 4.1013 -3.3038 0.102
H 0.9743 4.3968 2.1880 0.102
H -4.1471 1.0285 2.9308 0.076
H -5.8688 -0.6774 1.5433 0.087
H -6.0973 -0.3235 -1.3275 0.082
H -4.5720 1.5168 -2.6624 0.099
H -2.4877 2.9717 -2.4482 0.113
O -6.4006 6.3220 -0.2194 -0.287
S -5.3837 6.7371 0.7240 0.618
O -5.2837 6.1632 2.0481 -0.293
O -5.4166 8.3610 0.8585 -0.269
C -6.6460 8.9936 1.1820 -0.282
C -6.9597 8.8705 2.6611 -0.079
C -3.7974 6.6123 -0.0628 -0.121
H -7.4622 8.5964 0.5692 0.116
H -6.5372 10.0530 0.9268 0.122
H -7.1741 7.8325 2.9318 0.072
H -7.8324 9.4755 2.9231 0.079
H -6.1071 9.1932 3.2671 0.085
H -3.8476 7.0964 -1.0395 0.079
H -3.5613 5.5527 -0.1809 0.034
H -3.0494 7.0918 0.5717 0.080
O -1.1376 1.4517 -4.5266 -0.312
S -0.0044 0.6666 -4.0842 0.609
O 1.3593 1.0618 -4.3609 -0.288
O -0.2095 -0.8775 -4.5642 -0.264
C -0.4553 -1.1373 -5.9383 -0.277
C 0.8216 -1.0596 -6.7536 -0.075
C -0.1621 0.3788 -2.3397 -0.107
H -1.2195 -0.4593 -6.3330 0.115
H -0.8599 -2.1529 -6.0041 0.124
H 1.2004 -0.0341 -6.7930 0.071
H 0.6465 -1.3950 -7.7798 0.080
H 1.6067 -1.6772 -6.3056 0.086
H -1.1719 0.0224 -2.1295 0.076
H 0.0171 1.3244 -1.8237 0.051
H 0.5827 -0.3588 -2.0344 0.066
O 0.5528 -4.4068 -3.2809 -0.287
S 0.5089 -4.3220 -1.8362 0.622
O 0.5558 -3.0554 -1.1390 -0.291
O 1.6494 -5.3053 -1.2126 -0.266
C 2.9913 -5.1581 -1.6529 -0.273
C 3.6635 -3.9692 -0.9926 -0.074
C -0.9041 -5.2282 -1.2590 -0.122
H 3.0379 -5.0839 -2.7446 0.118
H 3.5230 -6.0724 -1.3687 0.121
H 3.2209 -3.0287 -1.3335 0.071
H 4.7308 -3.9466 -1.2309 0.061
H 3.5416 -4.0085 0.0946 0.089
H -0.9141 -6.2098 -1.7357 0.074
H -1.8002 -4.6681 -1.5344 0.078
H -0.8437 -5.3231 -0.1731 0.075
O 6.6624 -5.3800 -0.6698 -0.293
S 7.7956 -6.1651 -0.2274 0.629
O 9.1593 -5.7699 -0.5041 -0.281
O 7.5905 -7.7091 -0.7074 -0.266
C 7.3447 -7.9690 -2.0815 -0.280
C 8.6216 -7.8913 -2.8968 -0.076
C 7.6379 -6.4529 1.5171 -0.121
H 6.5805 -7.2910 -2.4762 0.114
H 6.9401 -8.9846 -2.1474 0.124
H 9.0004 -6.8658 -2.9362 0.073
H 8.4465 -8.2267 -3.9230 0.081
H 9.4067 -8.5089 -2.4489 0.087
H 6.6281 -6.8093 1.7273 0.075
H 7.8171 -5.5073 2.0330 0.078
H 8.3827 -7.1904 1.8224 0.076
O -5.2678 -3.2488 4.7753 -0.291
S -4.5229 -3.0942 6.0071 0.622
O -4.9137 -2.1465 7.0277 -0.286
O -2.9501 -2.8596 5.6496 -0.268
C -2.6032 -1.8134 4.7545 -0.277
C -2.6428 -0.4613 5.4411 -0.078
C -4.3423 -4.6901 6.7631 -0.125
H -3.2477 -1.8275 3.8692 0.111
H -1.5815 -2.0107 4.4129 0.126
H -3.6676 -0.1859 5.7069 0.072
H -2.2426 0.3174 4.7855 0.075
H -2.0620 -0.4795 6.3689 0.086
H -3.9897 -5.3995 6.0126 0.074
H -5.3198 -4.9978 7.1403 0.077
H -3.6325 -4.6118 7.5889 0.075
```

Computed properties:
orbital gap	7.23	eV
LUMO energy	-0.353	eV
multiplicity	1
net charge	0
DFT total energy	-145365.481	eV



Q: Among the records above, which one has the lowest net charge?
A: C8H5I2O2